No. 1
Density functional theory data (ωB97M-V/def2-TZVPD) for a structure of composition C16H32N5O10P4Ti.

Properties
**Energy**: -3870.51006 a.u.
**HOMO-LUMO gap (alpha / beta)**: 7.21 / 7.62 eV
**Maximum force**: 0.93 eV/Å
**LUMO (alpha / beta)**: 0.001 / 0.001 Eh

Geometry as ORCA input:
```
! wB97M-V def2-TZVPD RIJCOSX def2/J DEFGRID3
* xyz 0 2
Ti 0.9030 0.1498 0.1526
C -4.0310 2.5742 -0.0040
N -4.1567 1.1363 -0.2542
C -5.4165 0.5428 0.1690
P -2.8924 0.3029 -0.8341
O -1.5988 1.0074 -0.7320
O -2.9014 -1.0688 0.0607
P -1.7260 -1.7677 0.8974
O -0.3888 -1.3951 0.3292
N -1.8613 -3.3805 0.7105
C -1.2828 -4.0093 -0.4808
C -3.0326 -4.0952 1.2089
N -2.0766 -1.4472 2.4376
C -2.9815 -0.3750 2.8632
C -1.0218 -1.7337 3.4234
N -3.2040 -0.2131 -2.3500
C -2.1231 -0.9255 -3.0361
C -4.5348 -0.6292 -2.7702
H -4.6949 3.1433 -0.6574
H -3.0061 2.9001 -0.1582
H -4.2989 2.7760 1.0356
H -6.2514 0.9334 -0.4176
H -5.6010 0.7794 1.2201
H -5.4025 -0.5397 0.0624
H -0.4158 -3.4561 -0.8271
H -2.0188 -4.0686 -1.2894
H -0.9665 -5.0229 -0.2329
H -3.4299 -3.6210 2.1029
H -2.7452 -5.1163 1.4613
H -3.8184 -4.1397 0.4472
H -3.8441 -0.3270 2.2083
H -2.4744 0.5890 2.8850
H -3.3353 -0.6266 3.8643
H -0.3984 -2.5620 3.0896
H -1.4923 -2.0199 4.3644
H -0.3948 -0.8544 3.5719
H -1.1566 -0.5940 -2.6631
H -2.1687 -0.7065 -4.1030
H -2.2138 -2.0085 -2.8991
H -5.2951 0.0470 -2.3906
H -4.7676 -1.6524 -2.4499
H -4.5832 -0.5965 -3.8589
O -0.2487 3.3319 -2.0010
P 0.9490 2.8903 -1.0620
O 2.1314 3.7336 -1.1673
O 1.0914 1.3474 -1.2854
O 0.2242 3.0641 0.4253
P 0.5916 2.1602 1.7051
O 0.6743 3.1772 2.9049
O 1.9074 1.4781 1.3609
O -0.4352 1.0902 1.9212
H -0.9540 2.6672 -1.9190
H 1.2707 3.9167 2.7283
C 2.3438 -1.2372 -0.6137
C 2.8276 -1.4769 0.7468
C 3.8568 -0.7009 1.3117
C 4.2493 -0.8508 2.6222
C 3.6205 -1.7973 3.4327
C 2.6148 -2.5902 2.9061
C 2.2278 -2.4302 1.5813
C 4.0108 -1.9571 4.8231
N 4.3051 -2.0882 5.9266
H 1.9056 -2.1202 -1.0755
H 3.0809 -0.7517 -1.2474
H 4.3306 0.0556 0.6989
H 5.0383 -0.2325 3.0294
H 2.1441 -3.3414 3.5281
H 1.4519 -3.0684 1.1753
*
```

No. 2
Density functional theory data (ωB97M-V/def2-TZVPD) for a structure of composition C16H32NO2PSiTc in a non-equilibrium geometry.

Properties
**Energy**: -1545.56839 a.u.
**HOMO-LUMO gap (alpha / beta)**: 6.10 / 6.51 eV
**Maximum force**: 3.87 eV/Å
**LUMO (alpha / beta)**: 0.013 / -0.018 Eh

Geometry as ORCA input:
```
! wB97M-V def2-TZVPD RIJCOSX def2/J DEFGRID3
* xyz 0 4
Tc -0.1216 -0.1125 0.1027
Si -1.9538 0.6265 1.3370
P -1.6076 -0.6629 -1.4523
N 0.2772 1.4764 -0.7325
H 0.0828 -2.0795 -0.5746
C -0.8391 -1.5019 -2.8914
H -1.6494 -1.9369 -3.5034
H -0.1627 -2.2902 -2.5234
H -0.2613 -0.7554 -3.4676
C -2.9942 -1.7844 -1.0449
H -3.5122 -1.9708 -2.0043
H -3.6737 -1.2917 -0.3307
H -2.6057 -2.7272 -0.6242
C -2.4561 0.7115 -2.3123
H -3.1679 0.2554 -3.0217
H -1.7033 1.3080 -2.8529
H -2.9850 1.3403 -1.5819
C -2.8359 -0.5400 2.5034
H -2.1157 -0.9661 3.2047
H -3.3461 -1.3468 1.9770
H -3.5817 0.0213 3.0767
H -1.3775 1.6434 2.2564
H -3.0680 1.3513 0.6738
C 0.3566 2.7846 -1.1107
C 1.4769 4.5378 -2.3345
C 1.4177 3.2244 -1.9641
C -0.6235 3.7310 -0.7010
C -0.5391 5.0294 -1.0951
C 0.5226 5.4790 -1.9197
H 2.3117 4.8829 -2.9768
H 2.1383 2.4803 -2.2928
H -1.4547 3.3890 -0.0474
H -1.2866 5.7770 -0.7681
H 0.6056 6.5303 -2.2236
C 0.1182 -2.7751 0.9389
O -0.0969 -1.6107 1.6223
C 1.5174 -3.2412 0.8423
H 1.5447 -4.3476 0.8978
H 2.1201 -2.8333 1.6726
H 2.0584 -3.0372 -0.1047
C -0.8215 -3.8680 1.4009
H -0.7741 -4.7763 0.8239
H -1.8648 -3.5815 1.4456
H -0.5331 -4.1056 2.4258
C 3.1345 -0.3145 2.9543
C 2.5988 -0.0337 1.6026
C 3.5083 -0.0807 0.4378
O 1.3796 0.2390 1.4760
H 3.8933 0.4445 3.1803
H 3.6188 -1.2998 2.9597
H 2.3343 -0.2813 3.6987
H 3.4054 -1.0010 -0.1500
H 3.3577 0.7640 -0.2407
H 4.5351 -0.0508 0.8007
*
```

No. 3
Density functional theory data (ωB97M-V/def2-TZVPD) for a cluster of 5 separate species, C16H32NO7 in total.

Properties
**Energy**: -1210.05005 a.u.
**HOMO-LUMO gap**: 7.96 eV
**Maximum force**: 0.50 eV/Å
**LUMO**: -0.127 Eh

Geometry as ORCA input:
```
! wB97M-V def2-TZVPD RIJCOSX def2/J DEFGRID3
* xyz 1 1
C -0.2079 2.9044 -4.9856
C 0.4534 1.5786 -4.7850
O 0.4314 0.6685 -5.5253
O 1.1398 1.3947 -3.5559
C 1.8717 2.3486 -2.9567
O 3.0614 2.3471 -2.9472
C 1.1290 3.4223 -2.1621
N 1.5247 4.7721 -2.7119
H -0.9779 2.7638 -5.7511
H 0.5011 3.6463 -5.3786
H -0.7012 3.2626 -4.0782
H 0.0424 3.3266 -2.1538
H 1.5095 3.3541 -1.1404
H 0.9356 5.5136 -2.3267
H 2.4998 4.9620 -2.4559
H 1.4710 4.8091 -3.7341
C 1.9092 0.7450 1.4895
C 0.5550 1.0582 0.9299
O 0.4077 1.8549 0.0149
C -0.6147 0.3507 1.5476
H 2.6714 1.3159 0.9622
H 1.9347 0.9807 2.5532
H 2.1137 -0.3214 1.3963
H -0.6572 0.5718 2.6145
H -0.4861 -0.7287 1.4578
H -1.5353 0.6635 1.0634
C -4.9612 2.5740 -2.5586
C -3.4591 2.5959 -2.4812
O -2.8023 3.3523 -3.1691
C -2.8192 1.6350 -1.5128
H -5.3063 3.3041 -3.2858
H -5.3052 1.5795 -2.8473
H -5.3887 2.8020 -1.5808
H -3.0935 0.6102 -1.7696
H -3.1848 1.8322 -0.5042
H -1.7358 1.7385 -1.5270
C 2.5923 -2.3692 5.2420
C 1.2799 -1.9943 4.6021
O 1.2291 -1.1966 3.6879
C 0.0501 -2.6590 5.1488
H 3.4081 -1.8305 4.7662
H 2.5699 -2.1318 6.3069
H 2.7565 -3.4437 5.1451
H -0.0702 -2.4199 6.2075
H 0.1413 -3.7397 5.0438
H -0.8262 -2.3247 4.5995
C 1.0018 -4.5482 0.7565
C 0.2352 -5.2558 1.8486
O -0.0636 -4.6892 2.8755
C -0.1348 -6.6946 1.5955
H 1.2082 -3.5245 1.0612
H 1.9414 -5.0675 0.5601
H 0.4231 -4.5488 -0.1689
H 0.7651 -7.2889 1.4287
H -0.7534 -6.7707 0.6996
H -0.6797 -7.0907 2.4484
*
```

No. 4
Density functional theory data (ωB97M-V/def2-TZVPD) for the molecule C16H32O.

Properties
**Energy**: -704.08307 a.u.
**HOMO-LUMO gap**: 10.63 eV
**Maximum force**: 0.52 eV/Å
**SMILES string**: CCCCCCCCCCCCCCCC=O
**LUMO**: 0.033 Eh

Geometry as ORCA input:
```
! wB97M-V def2-TZVPD RIJCOSX def2/J DEFGRID3
* xyz 0 1
C 4.5699 6.3350 1.9592
C 4.0320 5.0346 1.3750
C 3.6073 4.0536 2.4651
C 3.0698 2.7470 1.8864
C 2.6316 1.7777 2.9822
C 2.1960 0.4135 2.4463
C 0.9235 0.4803 1.6031
C 0.3319 -0.8945 1.2877
C 1.2078 -1.7218 0.3494
C 0.6325 -3.1069 0.0464
C -0.7157 -3.1063 -0.6769
C -0.6612 -2.4257 -2.0435
C -1.9240 -2.6474 -2.8768
C -3.1547 -1.9578 -2.2910
C -4.3738 -2.1210 -3.2007
C -5.5653 -1.3801 -2.6740
O -6.6808 -1.8111 -2.6005
H 3.8106 6.8228 2.5667
H 5.4367 6.1411 2.5874
H 4.8665 7.0183 1.1667
H 3.1753 5.2526 0.7328
H 4.8011 4.5708 0.7529
H 2.8364 4.5170 3.0857
H 4.4635 3.8391 3.1095
H 2.2248 2.9707 1.2330
H 3.8457 2.2758 1.2779
H 3.4660 1.6307 3.6730
H 1.8104 2.2223 3.5497
H 2.0187 -0.2527 3.2945
H 3.0106 -0.0096 1.8560
H 0.1761 1.0623 2.1487
H 1.1292 0.9996 0.6653
H -0.6469 -0.7455 0.8276
H 0.1801 -1.4458 2.2189
H 1.3594 -1.1731 -0.5818
H 2.1880 -1.8627 0.8085
H 0.5192 -3.6513 0.9873
H 1.3557 -3.6541 -0.5641
H -1.4637 -2.6225 -0.0486
H -1.0265 -4.1452 -0.8145
H 0.1935 -2.8222 -2.5971
H -0.5067 -1.3529 -1.9167
H -1.7510 -2.2600 -3.8843
H -2.1169 -3.7189 -2.9640
H -2.9431 -0.8941 -2.1565
H -3.3845 -2.3818 -1.3126
H -4.1458 -1.7003 -4.1853
H -4.6268 -3.1746 -3.3304
H -5.3303 -0.3472 -2.3434
*
```

No. 5
Density functional theory data (ωB97M-V/def2-TZVPD) for a structure of composition C16H32O2P2Pb in a non-equilibrium geometry.

Properties
**Energy**: -1654.02368 a.u.
**HOMO-LUMO gap (alpha / beta)**: 2.92 / 2.95 eV
**Maximum force**: 3.72 eV/Å
**LUMO (alpha / beta)**: -0.418 / -0.426 Eh

Geometry as ORCA input:
```
! wB97M-V def2-TZVPD RIJCOSX def2/J DEFGRID3
* xyz 2 1
P -1.2702 1.2454 0.2934
P 0.5044 -0.4829 2.6740
C -2.0557 0.2466 1.7150
C -1.2287 0.2122 3.0236
H -2.0851 -0.7709 1.2813
H -3.0995 0.5829 1.8713
H -1.1250 1.2356 3.4510
H -1.6559 -0.4529 3.7853
C -0.0642 -2.0821 1.9938
H 0.8112 -2.7430 1.8684
H -0.6050 -1.9897 1.0408
H -0.7439 -2.5156 2.7498
C 1.5815 -1.2153 3.9852
H 1.6829 -2.3084 3.8648
H 1.0943 -0.9984 4.9386
H 2.6185 -0.8295 3.9524
C -2.6355 0.7203 -0.8590
H -2.6042 1.3224 -1.7740
H -3.5979 0.8943 -0.3541
H -2.5670 -0.3370 -1.1477
C -1.9577 2.9761 0.4735
H -1.7897 3.4190 1.4703
H -3.0377 2.9437 0.2547
H -1.4642 3.5944 -0.2951
Pb 0.8368 1.9962 2.0665
C 0.5332 -1.9096 -1.3488
C -0.6274 -2.4385 -1.7664
C -1.0936 -2.6143 -3.1663
C -0.3445 -1.6617 -4.1124
C -0.7888 -0.2840 -3.8026
C -0.1824 0.6234 -3.0272
C 1.0651 0.4854 -2.2453
C 1.5313 -0.9528 -1.9517
C 1.8357 3.2142 0.4635
H 0.8926 -2.2805 -0.3825
H -1.2812 -2.8689 -1.0187
H -2.1816 -2.4901 -3.2133
H -0.9351 -3.6426 -3.5089
H 0.7362 -1.8327 -4.0541
H -0.6789 -1.8862 -5.1209
H -1.7807 -0.0271 -4.2255
H -0.6435 1.6152 -2.9406
H 0.8097 0.9927 -1.2920
H 1.9320 1.0369 -2.6732
H 2.0652 -1.3650 -2.8239
H 2.2947 -0.7936 -1.1573
H 2.3613 4.0099 1.0108
H 0.9824 3.6513 -0.0497
H 2.5205 2.7119 -0.2244
O 4.5141 0.0227 2.9986
C 3.8786 1.0023 2.5677
O 2.9015 1.6197 3.1836
H 4.1410 1.3981 1.5576
*
```

No. 6
Density functional theory data (ωB97M-V/def2-TZVPD) for a cluster of 4 separate species, C16H32O4 in total in a non-equilibrium geometry.

Properties
**Energy**: -929.67304 a.u.
**HOMO-LUMO gap**: 10.08 eV
**Maximum force**: 3.55 eV/Å
**SMILES string**: C1CCOC1.C1CCOC1.C1CCOC1.C1CCOC1
**LUMO**: 0.027 Eh

Geometry as ORCA input:
```
! wB97M-V def2-TZVPD RIJCOSX def2/J DEFGRID3
* xyz 0 1
C 0.8601 -14.5092 9.5094
C 0.5497 -14.3664 11.0116
C 1.1826 -15.6373 11.6674
O 1.1785 -16.5220 10.5896
C 1.6488 -15.7607 9.3727
H 1.3561 -13.6684 9.0245
H -0.0830 -14.6594 8.9840
H -0.5260 -14.3697 11.1876
H 0.9246 -13.4125 11.3826
H 0.5555 -16.0411 12.4623
H 2.1868 -15.5374 12.0796
H 1.4746 -16.3382 8.4648
H 2.7371 -15.7012 9.3748
C 1.2459 -23.9926 18.2588
C 1.8991 -23.9764 16.9221
C 0.8595 -24.4776 15.9228
O -0.1865 -25.0440 16.6438
C -0.2391 -24.3122 17.8458
H 1.3187 -23.0040 18.7121
H 1.6908 -24.7651 18.8859
H 2.7649 -24.6387 16.9229
H 2.1994 -22.9952 16.5544
H 1.3229 -25.2071 15.2586
H 0.4904 -23.6471 15.3211
H -0.7606 -24.7926 18.6737
H -0.7401 -23.3508 17.7329
C 1.5827 -20.8614 13.7040
C 2.1785 -19.5218 13.3089
C 2.6250 -19.8088 11.8923
O 1.5476 -20.6220 11.4208
C 0.8995 -21.4391 12.3853
H 0.8701 -20.7730 14.5240
H 2.3985 -21.5230 13.9953
H 3.0233 -19.1472 13.8869
H 1.3741 -18.7910 13.2259
H 3.5388 -20.3758 11.7142
H 2.5615 -18.9411 11.2358
H 1.1770 -22.4822 12.2334
H -0.1416 -21.1224 12.3234
C 6.5753 -21.0685 11.6069
C 7.3136 -22.4300 11.5360
C 8.0998 -22.5489 12.8389
O 7.4251 -21.6588 13.7362
C 6.3837 -20.8573 13.1694
H 5.6678 -21.0167 11.0054
H 7.2682 -20.3140 11.2343
H 7.9145 -22.5830 10.6396
H 6.5566 -23.2051 11.4160
H 9.1383 -22.2421 12.7142
H 8.0023 -23.6078 13.0784
H 6.5246 -19.8150 13.4555
H 5.4656 -21.2883 13.5686
*
```

No. 7
Density functional theory data (ωB97M-V/def2-TZVPD) for a structure of composition C16H32O4S3 in a non-equilibrium geometry.

Properties
**Energy**: -2123.72887 a.u.
**HOMO-LUMO gap**: 9.20 eV
**Maximum force**: 14.61 eV/Å
**LUMO**: 0.017 Eh

Geometry as ORCA input:
```
! wB97M-V def2-TZVPD RIJCOSX def2/J DEFGRID3
* xyz 0 1
C 5.8865 1.4588 -1.3353
C 4.5829 1.2515 -0.8687
C 4.5647 1.1131 0.6173
C 5.1664 -0.2871 1.0808
C 4.6160 -1.7366 0.3494
C 3.0851 -1.9413 0.9012
H 2.8299 -1.7281 2.0506
H 2.8737 -2.8749 0.5303
S 1.9715 -0.8342 -0.3311
O 2.0001 -1.6498 -1.5067
C 0.3883 -1.1316 0.6921
C 0.1300 -0.1978 1.6376
H 1.1558 -0.2122 2.1752
H -0.5548 -0.4509 2.4599
S -0.2600 1.1340 0.6012
O -1.4707 1.7740 1.4105
O 0.9487 1.7917 0.5318
C -0.7689 0.1871 -0.7030
C -0.5679 -1.0887 -0.4039
H -0.5524 -1.8541 -1.0422
S -2.3225 -1.5944 0.4660
O -2.1477 -2.7767 1.3765
C -3.2361 -1.8867 -0.9206
C -4.7740 -1.6609 -0.6101
C -5.0580 -0.0499 -1.0870
C -4.6766 0.5692 0.4338
C -5.1765 1.8293 0.3598
C -4.1770 3.0184 -0.4872
H -3.3012 2.7699 0.0992
H -4.4985 3.8572 -0.3953
H -4.1507 2.6222 -1.5360
H -5.2578 2.3959 1.2470
H -6.1600 2.1227 -0.0442
H -3.7198 0.3944 0.6631
H -5.3308 -0.0043 1.2655
H -6.0827 0.0763 -1.0158
H -4.4972 0.2405 -1.8558
H -5.0380 -2.1076 0.4381
H -5.2807 -2.1844 -1.5567
H -2.9455 -1.2962 -1.7122
H -2.9738 -3.1398 -0.9800
H -0.1487 0.5446 -1.3251
H -1.8234 0.5341 -1.0357
H 0.4552 -2.4938 1.0779
H 5.1096 -2.3160 0.8008
H 4.8466 -1.6070 -0.5968
H 6.2569 -0.2841 0.9177
H 5.1575 -0.4654 2.2345
H 3.3928 1.1183 0.8716
H 4.7666 1.9332 1.1829
H 3.8600 2.2018 -1.1143
H 3.9717 0.4740 -1.4360
H 6.5328 2.3229 -0.9902
H 5.8577 1.6354 -2.3762
H 6.5449 0.4841 -1.2064
*
```

No. 8
Density functional theory data (ωB97M-V/def2-TZVPD) for a structure of composition C16H33AlNNaO2 in a non-equilibrium geometry.

Properties
**Energy**: -1239.17093 a.u.
**HOMO-LUMO gap**: 6.58 eV
**Maximum force**: 3.63 eV/Å
**LUMO**: -0.051 Eh

Geometry as ORCA input:
```
! wB97M-V def2-TZVPD RIJCOSX def2/J DEFGRID3
* xyz 0 1
C -4.7947 -0.2074 1.3906
C -3.7372 -0.7052 2.2079
C -2.5713 0.3166 2.6659
Al -1.0322 0.4350 1.2470
C 0.1471 2.0831 1.4904
C 1.1424 1.9905 2.7743
C 2.6534 1.6494 2.3123
C 2.7944 0.0633 2.0108
C 3.5571 -0.1076 0.6133
C 3.1171 -1.3934 -0.2499
O 2.5593 -2.4722 0.5282
C 1.3449 -2.9731 -0.0670
C -2.0282 0.5802 -0.5717
C -2.2654 -0.9338 -1.0628
C -1.8825 -1.2204 -2.5859
C -0.3942 -0.6679 -2.9408
N -0.5864 0.5072 -3.8390
C 0.3207 1.6064 -3.5750
C 1.7163 1.5158 -2.8305
O -0.0159 2.7396 -4.0171
H -5.2001 -0.7563 0.4901
H -5.2381 0.7930 1.6953
H -3.7038 -1.8143 2.5239
H -3.0708 1.3479 2.7649
H -2.1399 0.0366 3.6811
H -0.1947 -0.9462 1.2128
H -0.4607 3.0451 1.6371
H 0.7549 2.2531 0.5276
H 0.7700 1.2092 3.5292
H 1.1877 3.0134 3.2948
H 3.4316 1.9515 3.0862
H 2.8407 2.2657 1.3669
H 3.4427 -0.3704 2.8463
H 1.8021 -0.4831 2.0572
H 4.6667 -0.2600 0.8631
H 3.4363 0.7941 -0.0799
H 2.4162 -1.0198 -1.0804
H 4.0696 -1.8024 -0.7485
H 0.8204 -3.5779 0.7490
H 0.6684 -2.1383 -0.4399
H 1.5457 -3.6688 -0.9521
H -3.0075 1.1072 -0.3347
H -1.4567 1.2352 -1.3018
H -3.3881 -1.1531 -0.9353
H -1.6940 -1.6606 -0.3446
H -2.6672 -0.8925 -3.3343
H -1.8037 -2.3649 -2.6839
H 0.1249 -1.4790 -3.5375
H 0.0839 -0.4376 -1.9403
H -1.5421 0.8971 -3.7676
H 2.0870 2.5875 -2.6751
H 2.4884 0.8597 -3.3354
H 1.4923 1.1281 -1.7705
Na -2.6066 -2.5057 1.4354
*
```

Q: Which of these has the highest energy?
A: C16H32O